#w
A single C3H3NO2S molecule, computed with ωB97M-V with the def2-TZVPD basis set.

## Properties
**Spin multiplicity**: 1

Each line ends with the Löwdin charge.
Atoms and positions in Å:
H: 2.55026 1.16431 0.01556  -0.186
H: -1.51580 1.77596 0.07354  0.112
N: 1.57273 -1.17969 -0.03601  -0.229
O: -0.72472 -1.36679 -0.10210  0.062
C: -1.73783 -0.33373 0.04431  0.003
C: 0.44768 -0.68899 -0.10558  -0.585
S: 2.94143 -0.08470 0.00038  0.741
H: -2.69221 -0.78566 0.30817  0.135
O: 0.26602 0.67520 -0.17411  0.013
C: -1.10758 0.82409 -0.02416  -0.067

***

#x
A single C3H3NO2S molecule, computed with ωB97M-V with the def2-TZVPD basis set.

## Properties
**Spin multiplicity**: 1

Each line ends with the Löwdin charge.
Atoms and positions in Å:
C: 0.90379 -0.29836 -0.08589  -0.215
H: 0.56880 -2.32291 -0.18400  0.105
S: -1.60221 -0.87593 -0.55617  0.945
C: 0.63254 1.08255 -0.12528  -0.144
H: 1.94334 -0.52118 0.16892  0.114
O: -1.15240 2.54237 0.12506  0.070
O: -2.25841 -1.42062 0.60983  -0.530
C: 0.08955 -1.31182 -0.19761  -0.325
H: 1.45023 1.61964 0.28643  0.118
N: -0.57525 1.50627 -0.04129  -0.137

***

According to the calculations, the structures order from most to least stable as #w, #x.

***

#w
A single C3H3NO2S molecule, computed with ωB97M-V with the def2-TZVPD basis set.

## Properties
**Spin multiplicity**: 1

Each line ends with the Löwdin charge.
Atoms and positions in Å:
H: -1.22036 -1.22434 1.28794  0.140
O: -0.25861 1.82143 -0.17172  -0.151
H: 0.31145 0.36490 -1.69808  0.097
S: -2.83176 0.02667 -0.50257  0.985
C: -1.42042 2.06956 0.40930  -0.130
C: -1.46595 -0.39276 0.49999  -0.275
N: -1.95824 0.89262 0.81302  -0.285
O: -4.05064 -0.61455 -0.11227  -0.455
C: 0.23886 0.55963 -0.58943  0.007
H: 1.20084 0.34752 -0.13897  0.070

***

#x
A single C3H3NO2S molecule, computed with ωB97M-V with the def2-TZVPD basis set.

## Properties
**Spin multiplicity**: 1

Each line ends with the Löwdin charge.
Atoms and positions in Å:
C: 0.93900 -0.83267 0.07291  -0.061
S: -1.51498 0.12433 -0.42327  0.852
O: -2.58381 0.12872 0.54574  -0.497
H: 1.80700 -1.29309 -0.06410  0.071
O: 2.07005 1.32665 0.02717  0.142
C: 1.12715 0.61919 0.00141  -0.355
H: -0.67345 -2.25042 0.22540  0.076
N: -0.42575 1.29780 0.00068  -0.147
H: -0.41831 2.16808 -0.35401  0.021
C: -0.32690 -1.28857 -0.03193  -0.101

***

According to the calculations, the structures order from most to least stable as #x, #w.

***

#w
A single C3H3N5 molecule, computed with ωB97M-V with the def2-TZVPD basis set.

## Properties
**Spin multiplicity**: 1

Each line ends with the Löwdin charge.
Atoms and positions in Å:
N: -0.12853 1.63041 0.43972  0.041
N: 0.03697 -0.50152 1.34530  0.091
C: 0.42842 0.78510 1.15630  -0.277
C: -0.33166 -0.33368 -0.89297  -0.493
N: 0.67285 -0.43614 -1.68701  0.181
N: -1.39281 0.54928 -1.04567  0.092
H: 1.46901 1.13433 1.67774  0.172
H: 1.53572 -0.95843 -1.52252  0.070
N: -1.40374 1.44557 -0.11253  0.062
H: -0.42596 -2.19928 0.28241  0.126
C: -0.46028 -1.11563 0.35922  -0.064

***

#x
A single C3H3N5 molecule, computed with ωB97M-V with the def2-TZVPD basis set.

## Properties
**Spin multiplicity**: 1

Each line ends with the Löwdin charge.
Atoms and positions in Å:
H: 2.27598 0.56687 1.13476  0.101
C: -1.01892 -0.04705 -0.13101  -0.458
C: -0.48949 1.14452 -0.60841  -0.053
N: 1.56842 -1.00162 0.32360  0.099
C: 1.48738 0.26133 0.46512  -0.195
H: -1.82084 -1.35266 0.87812  0.056
H: -1.11524 1.94156 -0.88361  0.110
N: -1.89551 -0.34061 0.78278  0.178
N: 0.81978 1.31572 -0.34483  0.133
N: -0.48440 -1.13691 -0.89573  0.078
N: 0.67285 -1.35117 -0.72078  -0.048

***

#y
A single C3H3N5 molecule, computed with ωB97M-V with the def2-TZVPD basis set.

## Properties
**Spin multiplicity**: 1

Each line ends with the Löwdin charge.
Atoms and positions in Å:
H: -2.37864 0.19306 0.92155  0.071
N: 0.97596 -1.06163 -0.86210  0.085
C: -0.86767 1.12619 -0.33696  -0.159
C: 1.17162 0.08724 -0.07414  -0.474
H: 2.78340 -0.70423 0.49513  0.069
N: -1.11656 -1.25470 0.41535  0.040
N: -0.06304 -1.77669 -0.45363  0.038
N: 0.35868 1.28790 -0.51583  0.155
N: 2.21986 0.16088 0.72178  0.141
H: -1.50135 1.95789 -0.62679  0.106
C: -1.58225 -0.01590 0.31564  -0.072

***

#z
A single C3H3N5 molecule, computed with ωB97M-V with the def2-TZVPD basis set.

## Properties
**Spin multiplicity**: 1

Each line ends with the Löwdin charge.
Atoms and positions in Å:
C: 0.22999 -1.59374 0.22629  -0.108
N: 1.58733 0.39883 0.32335  0.053
C: 1.19117 -0.81647 0.78534  -0.130
N: -0.78675 -0.00260 -1.18595  0.129
N: -0.58386 -1.19063 -0.81117  0.034
N: -1.54374 1.35652 0.59915  0.174
H: 1.89469 -1.23449 1.54887  0.125
H: -2.52492 1.07010 0.23400  0.107
N: 0.70555 1.20873 -0.08388  0.122
C: -0.61588 0.80914 -0.03350  -0.604
H: 0.14876 -2.62502 0.45786  0.096

***

According to the calculations, the structures order from most to least stable as #z, #y, #w, #x.

***

#w
A single C6H11NO2 molecule, computed with ωB97M-V with the def2-TZVPD basis set.

## Properties
**Spin multiplicity**: 1

Each line ends with the Löwdin charge.
Atoms and positions in Å:
H: -0.56780 -2.30335 -0.06028  0.110
H: -1.86440 -0.82941 1.32976  0.134
O: 0.59795 -1.04257 0.93501  -0.091
H: 1.34547 1.76324 1.86041  0.096
O: 3.76751 -0.99719 -0.63726  0.080
H: -2.64340 1.17657 -0.47389  0.068
C: -1.66677 0.90157 -0.12582  -0.081
C: 1.49855 1.89340 0.77674  -0.088
H: -1.59197 1.48658 0.72501  0.042
H: -2.25913 -1.19264 -0.32630  0.077
H: 2.00251 -1.86456 -1.20337  0.161
H: -0.13331 -0.90103 -1.13253  0.149
H: 1.24253 2.78329 0.23320  0.071
C: 1.86171 -0.55728 0.67090  -0.260
C: -0.31081 -1.26993 -0.06746  -0.284
H: 2.44206 -0.57974 1.66387  0.181
N: 1.63934 0.96958 -0.02964  0.069
C: -1.63789 -0.58823 0.24873  -0.212
C: 2.61658 -1.19409 -0.42653  -0.265
H: -0.85428 1.11424 -0.76170  0.044

***

#x
A single C6H11NO2 molecule, computed with ωB97M-V with the def2-TZVPD basis set.

## Properties
**Spin multiplicity**: 1

Each line ends with the Löwdin charge.
Atoms and positions in Å:
C: -0.49761 1.01803 1.31757  -0.060
H: -2.60703 1.08438 -0.13509  0.079
C: 0.45141 -0.45737 -0.90947  0.004
H: -1.77065 0.20660 -1.64096  0.055
H: -1.31540 1.89248 -1.12962  0.083
H: -1.77176 -1.69977 -0.06261  0.054
H: 0.93890 -0.32605 2.26754  0.099
H: 0.55367 1.24897 2.89744  0.103
C: 1.69020 -0.09789 -1.20381  -0.399
O: 2.49313 0.82613 -0.58672  0.050
C: -1.73809 0.90184 -0.81586  -0.069
H: -0.61122 -1.93769 1.10707  0.083
H: 0.11882 -1.27139 -1.50276  0.102
H: -2.09642 -0.93468 1.62091  0.117
N: 0.37619 0.49759 2.19416  0.042
C: -0.70684 0.05367 0.10773  -0.520
C: -1.35477 -1.18751 0.76243  -0.086
H: 2.06502 1.43279 0.05237  0.116
H: 3.35365 -0.48180 -2.13150  0.106
O: 2.42877 -0.76832 -2.20882  0.041

***

#y
A single C6H11NO2 molecule, computed with ωB97M-V with the def2-TZVPD basis set.

## Properties
**Spin multiplicity**: 1

Each line ends with the Löwdin charge.
Atoms and positions in Å:
C: 0.53624 0.42318 1.98876  -0.064
C: -0.11343 -0.31130 0.83269  -0.211
O: 2.32665 -0.35089 -0.06613  -0.085
H: 2.94954 -0.73484 -0.70323  0.100
H: -0.23730 0.86093 2.63091  0.086
C: -0.20806 1.26927 -1.35160  0.056
C: -0.88318 0.55922 -0.09202  -0.408
H: -2.86861 0.71995 -0.08279  0.105
N: -1.48064 -0.82756 -2.15766  0.163
C: -0.84472 -0.00336 -1.42679  -0.392
O: -2.11000 1.09599 0.39455  0.027
C: 1.14549 -1.11982 -0.07317  -0.173
H: 0.86848 1.32319 -1.43730  0.104
H: 0.96124 -1.54229 -1.06153  0.106
H: 1.18426 1.23234 1.64293  0.085
H: -2.17034 -1.35059 -1.61090  0.056
H: 1.14230 -0.25777 2.59359  0.082
H: -0.74169 2.10357 -1.78682  0.121
H: -0.77246 -1.10878 1.18876  0.142
H: 1.31622 -1.98043 0.57775  0.101

***

According to the calculations, the structures order from most to least stable as #y, #w, #x.